[1]
Computed, not measured: a molecular structure, C16H43NO17Y in a non-equilibrium geometry, with wB97M-V/def2-TZVPD.

Structure (XYZ):
```
78
Properties=species:S:1:pos:R:3:forces:R:3
O -0.629428 -1.049871 1.148716 -0.5 0.5 0.4
H -0.587525 -4.150365 0.109856 0.0 0.1 0.0
H 2.611930 5.454249 1.698371 0.0 -0.1 -0.2
O -4.740445 -1.045677 -0.506891 -0.1 -0.2 0.2
H 1.226114 -0.114891 5.952609 0.1 -0.3 -0.1
H -0.682117 1.767234 -0.983697 0.1 0.0 0.1
H 2.018231 -0.278097 -0.060757 0.0 0.5 0.3
H -0.452883 -1.186705 -4.886402 0.4 0.1 -0.1
H -3.717635 -1.735955 2.485029 0.2 0.2 -0.1
C 2.707899 -0.093751 4.429449 0.4 -0.5 -0.2
O 0.034498 -1.076982 -0.921414 0.0 0.0 -0.3
H -5.415013 -1.204506 -1.175206 0.2 0.0 -0.1
H 2.700276 -0.448944 -2.721166 0.2 -0.7 -0.1
H 5.215558 -0.330251 -0.083104 0.1 0.0 -0.1
H 1.060527 1.893450 -0.845657 0.1 0.2 0.0
N -1.412768 2.828278 1.279291 0.2 0.4 -0.3
C 4.151989 -1.379267 -1.318888 -0.1 0.3 1.2
H -3.333587 -3.744567 3.182748 0.5 0.1 0.2
C 0.127347 2.400095 -0.598344 -0.5 -0.4 -0.5
C -3.059109 -3.573098 2.146170 -0.9 -1.2 -0.8
C 1.617065 5.836966 1.459550 -0.5 0.2 0.3
H -0.100641 -3.778569 -3.862619 -0.1 0.0 -0.3
H 1.681636 6.648296 0.738067 0.1 -0.1 -0.1
H 0.107687 -1.053139 3.549958 0.2 0.1 0.1
Y -2.378555 -1.557683 -0.380702 2.0 3.3 0.0
O 2.962986 0.207284 3.068711 -0.3 0.3 -0.4
O -2.380565 0.062175 -2.025176 -0.1 -1.8 0.4
H 3.122159 -1.083768 4.662374 0.0 0.0 0.1
H 1.952811 -0.954584 -5.244545 -0.2 -0.1 0.2
O -1.361413 -3.661959 0.414675 -1.0 -0.1 0.2
C 1.505193 -2.710446 -4.154006 -0.2 -0.4 0.4
H -4.092736 1.634788 -0.682820 0.1 -0.2 -0.1
H 2.291164 -0.137857 2.459303 0.2 -0.1 0.5
C -2.059218 0.851061 -2.991038 -0.3 0.3 0.4
O -2.894712 0.623388 0.704290 -0.5 -0.4 -0.4
H 3.281538 0.639912 4.996019 -0.2 0.1 0.1
O 3.376416 0.902089 -1.383943 0.1 -0.6 0.6
C -4.162034 1.162324 0.300470 0.0 0.3 0.1
C 1.264231 -0.107981 4.857743 -0.3 0.7 0.3
O 0.001871 -1.551556 -5.661951 -0.3 -0.2 -0.1
H 2.558727 -2.953536 -3.994401 0.0 -0.1 0.0
H 1.188116 6.265650 2.377683 0.1 -0.2 -0.1
O -1.341655 0.288331 -4.011412 -0.1 0.1 0.3
C 0.971545 3.561682 1.478210 0.7 0.1 0.5
H -4.495876 1.917166 1.022884 0.1 0.0 0.0
C -0.003726 2.558838 0.894041 0.4 -0.1 0.7
H 3.458119 -1.573109 -0.483653 -0.1 -0.3 -0.3
O 1.411852 -0.321820 0.712924 0.6 0.0 -0.8
C 1.345541 -1.873787 -5.381195 0.3 1.1 -0.5
C 3.635889 -0.279748 -2.181525 -0.1 1.5 -0.8
H -5.285115 -0.288875 1.371030 0.1 -0.3 -0.1
H 0.035976 3.334361 -1.149865 0.2 0.1 0.2
C -1.674086 -4.042005 1.794949 1.1 0.6 0.4
O 5.398722 -1.001739 -0.750606 -0.1 -0.3 -0.2
H 0.295049 1.619449 1.379038 -0.3 0.1 -0.1
O -2.337733 2.030965 -3.056501 0.0 0.1 0.1
H 1.163903 -2.118784 -3.291889 0.1 -0.1 0.0
O 0.547896 -1.245501 4.389722 -0.2 -0.1 -0.3
H 4.447136 -0.036837 -2.876295 -0.2 -0.1 -0.2
H -0.918526 -3.600645 2.453672 0.0 0.1 -0.2
H -3.719352 -4.253183 1.584542 -0.3 0.5 0.0
H 1.775063 -2.298069 -6.290063 -0.3 -0.5 0.1
H -1.614124 -5.124976 1.895899 -0.2 0.0 0.0
H 2.016169 3.238981 1.316239 -0.2 -0.1 -0.4
O 0.756999 4.836806 0.926174 0.1 0.0 0.1
C -5.173925 0.058375 0.340256 -0.2 0.0 0.2
O -3.326009 -2.218041 1.750466 0.4 -0.5 -0.1
H 4.276244 -2.291383 -1.894520 0.1 -0.1 0.0
H -6.164754 0.387127 0.032381 0.1 0.1 -0.2
H 3.121812 1.615471 -1.975843 0.1 0.0 0.0
O 0.775629 -3.938493 -4.215933 0.3 0.0 0.2
H 0.914924 3.550870 2.587766 -0.4 0.3 -0.2
H -1.711956 3.679634 0.797246 0.1 -0.2 0.0
H -1.423305 3.100521 2.262540 -0.1 -0.3 -0.1
H -1.206964 1.047134 -4.605350 0.1 -0.3 -0.1
C 0.262670 -0.792228 0.281495 -1.3 -1.5 0.0
H 0.751418 0.828577 4.588628 0.1 -0.2 -0.3
H -2.270997 1.431686 0.766180 0.1 -0.2 0.5
```
Forces are in eV/Å.

Values from the calculation:
electronic energy: -54628.05926 eV
charge: +1
HOMO level: -11.849 eV

[2]
Computed, not measured: a single C5H7FN2 molecule in a non-equilibrium geometry, with wB97M-V/def2-TZVPD.

Structure (XYZ):
```
15
Properties=species:S:1:pos:R:3:forces:R:3
H -2.028201 -0.532301 -2.001590 0.3 1.3 1.8
C 1.091858 -1.342835 0.332709 0.8 1.7 1.2
H -0.266150 2.331251 0.012913 0.7 -3.1 -0.7
H 1.808453 2.071694 0.702977 -0.7 -2.0 -0.4
N -1.904515 0.218141 -1.264523 -0.1 -1.1 0.2
F -1.767201 0.248006 1.063453 0.8 -0.5 -1.6
H -2.743775 0.686879 -0.927506 0.1 -0.4 -0.6
H 1.503801 -2.350766 0.605336 -0.3 1.1 -0.8
H 2.881775 -0.169804 1.180846 -2.1 0.1 -1.0
C -0.168384 -1.226763 -0.132231 -0.6 -0.8 -0.1
H -0.591398 -2.198829 -0.351971 -0.9 0.2 -0.1
C 1.257311 1.076503 0.432471 3.5 2.1 1.6
C 1.836866 -0.123825 0.687969 1.4 -1.3 0.7
N 0.127136 1.315096 -0.165965 -5.3 0.1 -0.1
C -1.037569 -0.002452 -0.174883 2.4 2.6 -0.1
```
Forces are in eV/Å.

Values from the calculation:
SMILES string: N[C@@]1(F)C=CC=CN1
electronic energy: -10994.07470 eV
charge: 0
HOMO level: -7.643 eV

[3]
Computed, not measured: a single C7H12OS molecule in a non-equilibrium geometry, with wB97M-V/def2-TZVPD.

Structure (XYZ):
```
21
Properties=species:S:1:pos:R:3:forces:R:3
C -0.241460 1.302018 -2.271103 -1.3 -1.5 1.1
H 1.720039 0.643859 2.255367 -1.4 0.8 1.6
C -0.830405 -0.462525 0.005009 -1.3 0.8 -3.0
C -2.332623 -0.329232 -0.381948 2.4 2.1 0.1
H -0.494078 0.513627 -2.919969 -0.2 -0.4 -2.0
H 2.570420 -1.050199 -0.066796 -0.6 -0.4 0.5
C 0.281176 -0.005417 -0.542359 3.4 -3.1 4.3
H -2.617880 0.434564 -1.102348 0.3 -0.8 -0.9
C 1.823765 -0.738889 0.687061 -2.3 1.7 -2.9
C 2.355431 0.468341 1.456816 -0.7 -0.1 -2.7
H 3.288187 0.199226 1.870576 1.4 0.1 0.3
H -2.670947 -1.310898 -0.494208 -1.3 -1.1 -0.4
H 2.372461 1.358785 0.733064 0.4 -1.2 1.2
H 0.035033 2.228740 -2.618045 0.9 1.8 -1.3
H -1.172549 1.412222 -1.732502 0.1 0.5 0.6
H -0.767170 -0.353986 2.030886 -0.7 -1.5 -0.3
H -1.516893 -2.031996 1.388584 0.7 1.5 0.0
C -0.762373 -1.188474 1.252578 0.9 -0.7 2.7
H -2.682597 0.207009 0.452650 -1.3 -0.2 1.7
O 0.779170 0.734694 -1.477992 0.2 1.1 -0.2
S 0.863294 -2.031467 1.474679 0.3 0.5 -0.4
```
Forces are in eV/Å.

Values from the calculation:
electronic energy: -20332.12774 eV
charge: 0
HOMO level: -8.238 eV